1.
C8H16IP | ωB97M-V/def2-TZVPD

Each line ends with the natural charge from an NBO analysis.
Geometry (Å):
C  3.83172  -1.57941  2.22599  -0.274
C  3.66799  -0.65292  1.43810  -0.019
C  3.27177  0.60881  0.57791  -0.463
C  1.72599  0.65829  0.24217  -0.397
C  1.23977  -0.48427  -0.76252  -0.677
P  -0.56620  -0.14410  -1.27618  0.773
C  -1.46932  0.94560  -0.03397  -0.704
C  -3.01273  0.60065  0.17447  -0.406
C  -3.33871  -0.93728  0.43892  -0.633
H  3.70720  -2.55859  2.75093  0.256
H  3.49907  1.50161  1.25361  0.245
H  3.94762  0.70640  -0.32087  0.242
H  1.15281  0.51871  1.21610  0.216
H  1.41855  1.66087  -0.20588  0.220
H  1.20847  -1.45825  -0.16885  0.240
H  1.91548  -0.59136  -1.67320  0.261
H  -1.24615  -1.34935  -1.61371  0.040
H  -0.45901  0.63442  -2.53947  0.038
H  -1.43150  2.01567  -0.43410  0.257
H  -0.96588  0.99178  0.98357  0.239
H  -3.33864  1.15905  1.11644  0.218
H  -3.65895  1.01069  -0.66386  0.222
H  -2.57261  -1.66305  0.04382  0.203
H  -4.33214  -1.15291  -0.07592  0.225
H  -3.48541  -1.12997  1.54748  0.217
I  -0.70920  0.68892  -4.24099  -0.541

Summary:
**HOMO**: -7.20 eV
**Frontier orbital gap**: 0.2820 Eh
**LUMO**: 0.5 eV
**Spin multiplicity**: 1
**ΔE to the lowest compared entry with this formula, charge and spin**: 294.0 kJ/mol


2.
C8H16InO5 | ωB97M-V/def2-TZVPD

Each line ends with the natural charge from an NBO analysis.
Geometry (Å):
In  1.47874  0.24260  -1.28036  1.016
C  2.14944  4.00193  1.43176  -0.635
C  2.44279  4.08643  -0.06161  -0.104
O  2.18540  3.03199  -0.86973  -0.415
H  2.61333  4.84387  1.94102  0.243
H  2.40011  3.00937  1.80522  0.228
H  1.08351  4.13605  1.63819  0.226
H  3.46035  4.46243  -0.22332  0.194
H  1.76445  4.85091  -0.50618  0.302
C  3.82369  0.03483  3.22953  -0.607
C  2.73544  -0.35388  2.19324  -0.104
O  3.22994  -0.43569  0.92328  -0.441
H  4.35965  0.96150  3.03151  0.227
H  4.63019  -0.69647  3.30712  0.232
H  3.34393  0.05412  4.20832  0.234
H  1.90681  0.36112  2.24776  0.145
H  2.29300  -1.32737  2.46233  0.245
C  -4.69730  -1.87369  -2.98304  -0.638
C  -4.11483  -2.36677  -1.66447  0.071
C  -3.13762  -3.54020  -1.78327  -0.106
O  -1.99182  -3.13681  -1.07065  -0.469
C  -1.97119  -1.81571  -0.97039  1.009
O  -0.95982  -1.17513  -0.77241  -0.697
O  -3.14123  -1.32305  -1.31601  -0.481
H  -5.74474  -2.17962  -3.03811  0.233
H  -4.20240  -2.30681  -3.85129  0.221
H  -4.66716  -0.79400  -3.10342  0.247
H  -4.77264  -2.42544  -0.79965  0.211
H  -2.93029  -3.89030  -2.79622  0.201
H  -3.56974  -4.43621  -1.32915  0.211

Summary:
**Charge**: +1
**HOMO**: -11.76 eV
**Frontier orbital gap**: 0.1248 Eh
**LUMO**: -8.4 eV
**Spin multiplicity**: 1
**ΔE to the lowest compared entry with this formula, charge and spin**: 79.1 kJ/mol


3.
C8H16N2O2S | ωB97M-V/def2-TZVPD

Each line ends with the natural charge from an NBO analysis.
Geometry (Å):
C  -0.15815  0.18491  -0.08265  0.880
C  0.04572  -0.56502  3.04706  -0.433
C  0.26432  0.67184  3.87449  -0.412
C  -1.02340  0.53454  3.00418  -0.085
C  1.91523  -1.06651  -1.99770  -0.618
C  -0.23542  -1.27173  -3.43285  -0.616
C  0.68457  0.99435  -2.75324  -0.635
C  0.42777  -0.44886  -2.28397  0.288
N  -1.21662  0.38594  0.66897  -0.474
N  -1.20322  1.30511  1.69738  -0.419
O  0.93807  0.57375  0.27176  -0.665
O  -0.46744  -0.50173  -1.17181  -0.523
S  -2.61854  0.39210  3.71908  -0.012
H  0.79034  -0.55327  2.26738  0.257
H  -0.41641  -1.48377  3.40303  0.224
H  0.07096  0.78039  4.93671  0.220
H  1.06128  1.15972  3.34245  0.245
H  1.89305  -1.53347  -1.08303  0.222
H  2.17626  -1.61289  -2.85596  0.198
H  2.59570  -0.28579  -1.82512  0.215
H  -1.07244  -0.73593  -3.87444  0.212
H  -0.63258  -2.24420  -3.09024  0.216
H  0.51312  -1.53799  -4.09838  0.208
H  1.54109  1.40735  -2.38047  0.218
H  0.79498  0.97440  -3.79237  0.210
H  -0.12970  1.69741  -2.54345  0.213
H  -2.02379  -0.12181  0.48867  0.378
H  -2.07384  1.67757  1.80552  0.359
H  -2.44091  1.22360  4.73899  0.130

Summary:
**SMILES**: CC(C)(C)OC(=O)NNC1(S)CC1
**HOMO**: -8.87 eV
**Frontier orbital gap**: 0.3516 Eh
**LUMO**: 0.7 eV
**Spin multiplicity**: 1
**ΔE to the lowest compared entry with this formula, charge and spin**: 410.0 kJ/mol


4.
C8H16N2O3 | ωB97M-V/def2-TZVPD

Each line ends with the natural charge from an NBO analysis.
Geometry (Å):
C  0.31435  0.43212  0.59394  -0.135
C  0.69956  1.48949  -0.40743  0.671
C  -1.16577  0.19953  0.81470  -0.404
C  -1.99151  -0.42448  -0.41450  -0.229
C  -3.23835  0.23474  -0.85508  -0.609
C  -2.56824  -1.87425  -0.02453  -0.601
C  3.02384  0.66410  0.04505  -0.457
C  3.68831  -0.63419  -0.37462  0.758
H  0.79953  -0.27573  2.45894  0.382
H  0.94546  1.31693  2.42520  0.379
H  0.75289  -0.48039  0.14893  0.188
H  -1.26508  -0.28592  1.72351  0.204
H  -1.51792  1.13382  1.11871  0.215
H  -1.45387  -0.46413  -1.32934  0.207
H  -4.22360  -0.19451  -0.56395  0.210
H  -3.24329  0.20718  -2.01986  0.207
H  -3.20689  1.34165  -0.60152  0.221
H  -3.05009  -2.28086  -0.86606  0.206
H  -1.82371  -2.59222  0.37397  0.201
H  -3.41651  -1.85724  0.73725  0.204
H  2.20205  1.59850  -1.78092  0.403
H  3.89024  1.18588  0.41073  0.250
H  2.36192  0.49937  1.02156  0.320
H  2.45620  -0.86762  -1.73258  0.493
N  1.04199  0.47851  1.84562  -0.810
N  1.97491  1.27856  -0.82448  -0.657
O  0.00302  2.36243  -0.82414  -0.563
O  4.74059  -0.84119  0.25475  -0.618
O  3.26997  -1.35005  -1.35387  -0.634

Summary:
**SMILES**: CC(C)C[C@H](N)C(=O)NCC(=O)O
**HOMO**: -9.48 eV
**Frontier orbital gap**: 0.3608 Eh
**LUMO**: 0.3 eV
**Spin multiplicity**: 1
**ΔE to the lowest compared entry with this formula, charge and spin**: 328.8 kJ/mol


5.
C8H16N2O3 | ωB97M-V/def2-TZVPD

Each line ends with the natural charge from an NBO analysis.
Geometry (Å):
C  -3.23203  1.43741  0.63335  -0.731
C  -2.18700  1.83979  -0.49723  0.698
O  -2.29318  2.99334  -1.00222  -0.567
N  -1.08238  1.01449  -0.98916  -0.487
C  0.21115  1.58208  -0.51067  -0.451
C  -1.24404  -0.43146  -0.66156  -0.236
C  -0.24696  -1.28839  -1.57911  -0.419
C  0.64608  -2.35945  -0.79234  -0.436
C  1.34953  -1.81452  0.53142  -0.084
O  2.76238  -1.46766  0.34945  -0.521
C  3.04934  -0.18766  0.86388  0.886
N  2.76804  0.26305  2.22333  -0.868
O  3.55521  0.65776  0.07676  -0.592
H  -2.70323  1.60511  1.64215  0.236
H  -4.08870  2.18638  0.57810  0.259
H  -3.55977  0.35425  0.52902  0.229
H  1.11864  0.92886  -0.71148  0.230
H  0.38188  2.54780  -1.11491  0.242
H  0.18592  1.93196  0.59052  0.173
H  -1.19673  -0.67869  0.45396  0.174
H  -2.30927  -0.71675  -0.99492  0.209
H  0.43678  -0.59680  -2.19540  0.229
H  -0.86958  -1.85750  -2.35857  0.223
H  0.03261  -3.28215  -0.53850  0.216
H  1.47298  -2.69221  -1.52265  0.241
H  0.83729  -0.92568  1.01934  0.171
H  1.32859  -2.66145  1.31197  0.194
H  3.12813  1.23476  2.28348  0.402
H  1.74831  0.38333  2.38200  0.381

Summary:
**SMILES**: CC(=O)N(C)CCCCOC(N)=O
**HOMO**: -9.53 eV
**Frontier orbital gap**: 0.3662 Eh
**LUMO**: 0.4 eV
**Spin multiplicity**: 1
**ΔE to the lowest compared entry with this formula, charge and spin**: 364.7 kJ/mol


6.
C8H16N2PSSc | ωB97M-V/def2-TZVPD

Each line ends with the natural charge from an NBO analysis.
Geometry (Å):
C  -0.47547  -0.11877  -3.66147  -0.386
C  -1.26519  1.04203  -3.36032  -0.372
C  -0.37517  2.08565  -2.92207  -0.326
C  0.97065  1.56824  -2.93362  -0.334
C  0.92554  0.20155  -3.35874  -0.396
Sc  -0.24879  0.27152  -1.33293  0.853
P  0.01205  -2.41724  -1.50119  0.041
H  -0.83581  -1.05244  -4.07370  0.230
H  -2.34678  1.11103  -3.42628  0.234
H  -0.65866  3.09331  -2.64176  0.241
H  1.78111  -0.44270  -3.51968  0.236
H  1.87005  2.12030  -2.67959  0.243
H  1.08077  -3.10798  -2.15058  0.019
H  -1.04891  -3.04322  -2.23171  -0.003
H  -0.07945  -3.21691  -0.32448  0.018
C  -1.24208  0.86529  3.68531  -0.423
N  -1.00067  0.58616  2.25926  -0.657
C  0.26186  0.59242  1.73638  0.144
S  0.72164  1.66134  0.44236  -0.319
N  1.22204  -0.16185  2.27546  -0.624
C  1.07648  -1.14439  3.34673  -0.415
H  -0.30571  0.85590  4.25074  0.203
H  -1.92582  0.10892  4.08179  0.190
H  -1.71675  1.84877  3.79075  0.195
H  -1.68139  1.03926  1.64362  0.393
H  2.10309  -0.14002  1.75688  0.410
H  1.71281  -2.00221  3.10673  0.203
H  1.42671  -0.71782  4.29595  0.189
H  0.04183  -1.48613  3.44616  0.212

Summary:
**HOMO (spin up / spin down)**: -4.14 / -5.23 eV
**Frontier orbital gap (spin up / spin down)**: 0.1565 / 0.1914 Eh
**LUMO (spin up / spin down)**: 0.1 / 0.0 eV
**Spin multiplicity**: 1
**ΔE to the lowest compared entry with this formula, charge and spin**: 0.0 kJ/mol


7.
C8H16N3 | ωB97M-V/def2-TZVPD

Each line ends with the natural charge from an NBO analysis.
Geometry (Å):
C  -1.11062  -1.09963  -1.01157  -0.392
C  -0.84948  0.24077  -1.32317  0.188
C  2.89974  1.05079  0.16441  0.388
C  -1.12663  -1.78848  0.17412  0.229
C  4.26754  0.96424  0.58776  -0.721
C  -0.76810  -1.12292  1.51335  -0.678
C  -1.35383  -3.27090  0.15197  -0.670
C  -0.46222  2.55315  -0.95471  -0.443
N  1.80277  1.00087  -0.18000  -0.450
N  -2.19632  1.28204  0.30013  -0.613
N  -1.24802  1.32289  -0.72760  -0.088
H  -1.01198  -1.82781  -1.86811  0.249
H  -0.31437  0.46153  -2.22498  0.230
H  4.73849  0.12546  0.07044  0.275
H  4.22263  0.85595  1.61710  0.264
H  4.67282  1.98222  0.25769  0.273
H  -1.70172  -0.85349  2.03842  0.244
H  -0.04017  -0.26654  1.22188  0.241
H  -0.16292  -1.73849  2.07826  0.236
H  -2.31362  -3.47745  0.57344  0.250
H  -0.56225  -3.82802  0.71880  0.241
H  -1.21968  -3.70379  -0.85049  0.233
H  -0.36315  2.72984  -1.99186  0.230
H  -0.86970  3.42551  -0.55027  0.228
H  0.55952  2.39089  -0.52550  0.278
H  -2.81037  0.49359  0.38777  0.398
H  -2.67836  2.09778  0.35270  0.380

Summary:
**Charge**: +1
**HOMO**: -12.69 eV
**Frontier orbital gap**: 0.3253 Eh
**LUMO**: -3.8 eV
**Spin multiplicity**: 1
**ΔE to the lowest compared entry with this formula, charge and spin**: 247.5 kJ/mol


8.
C8H16N3 | ωB97M-V/def2-TZVPD

Each line ends with the natural charge from an NBO analysis.
Geometry (Å):
C  -0.01822  -2.32595  0.84576  -0.429
C  0.22677  1.17255  -2.09398  -0.444
C  0.43757  -1.57923  -0.48100  -0.222
C  0.48714  -1.45742  1.99027  -0.241
C  -0.81244  0.21801  -1.80842  -0.218
C  -1.22084  0.44544  1.90144  -0.240
C  0.32230  2.25924  -1.06215  -0.214
C  -0.32277  0.44469  0.60767  0.408
N  -0.54205  -0.42181  -0.51911  -0.466
N  0.14930  -0.10278  1.82903  -0.442
N  0.61874  1.59745  0.26732  -0.541
H  -1.10779  -2.44840  0.99617  0.225
H  0.37370  -3.32354  0.69807  0.241
H  1.17682  0.61614  -2.25820  0.214
H  -0.03489  1.63829  -3.04171  0.254
H  1.44358  -1.25684  -0.47037  0.167
H  0.42258  -2.09313  -1.44827  0.227
H  0.24187  -1.93642  3.00679  0.240
H  1.57731  -1.47126  2.05208  0.207
H  -1.82840  0.69531  -1.81010  0.209
H  -0.92547  -0.60030  -2.42399  0.231
H  -1.20957  1.30915  2.61050  0.232
H  -2.04921  -0.24297  1.72100  0.236
H  1.11253  2.89068  -1.28253  0.230
H  -0.58538  2.77028  -1.07443  0.228
H  1.49302  0.98403  0.15167  0.449
H  0.57380  2.21877  1.09647  0.459

Summary:
**Charge**: +1
**SMILES**: C1C[NH2+][C@]23CN2CCCN3C1
**HOMO**: -12.79 eV
**Frontier orbital gap**: 0.3625 Eh
**LUMO**: -2.9 eV
**Spin multiplicity**: 1
**ΔE to the lowest compared entry with this formula, charge and spin**: 249.4 kJ/mol


9.
C8H16N3O2 | ωB97M-V/def2-TZVPD

Each line ends with the natural charge from an NBO analysis.
Geometry (Å):
C  0.13353  -1.50076  1.47649  -0.097
C  -4.04726  0.00734  0.39980  0.883
C  0.68887  1.54546  -0.92189  -0.247
C  1.59955  2.75237  -0.40011  -0.223
C  1.69325  1.00840  1.18949  -0.079
C  0.54666  -2.44092  -1.66063  -0.598
C  -0.38070  -1.39181  -1.03936  -0.490
C  0.23634  -0.74859  0.11742  0.485
N  0.79119  0.41229  0.12258  -0.293
N  -4.86398  0.73483  0.09372  -0.674
N  2.44256  2.07725  0.66835  -0.557
O  -0.84408  -0.83077  2.18991  -0.694
O  -3.11544  -0.64010  0.64397  -0.627
H  1.12455  -1.34736  1.86561  0.189
H  -0.39842  1.77830  -0.85714  0.235
H  1.01224  1.11012  -1.83280  0.228
H  2.22587  3.13046  -1.07655  0.219
H  1.10486  3.54957  0.08067  0.219
H  0.98665  1.37808  2.05124  0.221
H  2.31259  0.28723  1.67907  0.227
H  0.17395  -2.75606  -2.68278  0.254
H  0.68984  -3.26979  -0.97037  0.221
H  1.55819  -2.09711  -1.72399  0.212
H  -0.63235  -0.58241  -1.86164  0.231
H  -1.23464  -1.92186  -0.67700  0.259
H  -5.33963  1.52401  -0.04867  0.439
H  0.07869  -2.50495  1.25958  0.187
H  3.19037  1.64029  0.15593  0.355
H  -1.73328  -0.90352  1.75910  0.514

Summary:
**Charge**: +1
**HOMO**: -13.78 eV
**Frontier orbital gap**: 0.3770 Eh
**LUMO**: -3.5 eV
**Spin multiplicity**: 1
**ΔE to the lowest compared entry with this formula, charge and spin**: 183.5 kJ/mol